# 1
Below is C32H27ClMgN3O4Te as an isolated structure, with properties calculated with ωB97M-V/def2-TZVPD.

The calculation puts the highest occupied orbital energy at -4.125 eV. As for the HOMO-LUMO gap: 6.08 eV. The energy relative to the best compared isomer or geometry (same formula, charge and spin) comes out at 0.00 kJ/mol. Its total energy is -2629.3663 a.u. As for the largest force on an atom: 0.28 eV/A. The spin multiplicity is 1. As for the charge: -1.

Geometry (Å):
1 Mg 0.93 -2.17 0.33
2 Cl -1.93 -4.79 -5.95
3 C -0.98 -4.22 -4.60
4 C 0.32 -3.72 -4.82
5 C 1.08 -3.27 -3.78
6 C 0.60 -3.28 -2.44
7 O 1.32 -2.86 -1.48
8 C -0.72 -3.80 -2.24
9 C -1.28 -3.90 -0.93
10 O -0.77 -3.51 0.12
11 C -1.48 -4.27 -3.33
12 H 0.70 -3.70 -5.83
13 H 2.09 -2.90 -3.95
14 H -2.27 -4.39 -0.87
15 H -2.48 -4.66 -3.15
16 C -6.39 8.60 3.29
17 O -6.11 7.79 4.41
18 C -5.38 6.65 4.19
19 C -4.95 6.23 2.94
20 C -4.22 5.05 2.82
21 C -3.91 4.29 3.94
22 C -4.35 4.73 5.19
23 C -5.07 5.89 5.32
24 N -3.17 3.08 3.92
25 N -2.73 2.76 2.80
26 C -2.00 1.59 2.70
27 C -1.72 0.74 3.77
28 C -0.99 -0.43 3.64
29 C -0.47 -0.83 2.39
30 O 0.21 -1.88 2.20
31 C -0.76 0.05 1.27
32 N -0.25 -0.35 0.07
33 C -0.45 0.39 -0.99
34 C -1.17 1.59 -0.94
35 C -1.69 2.01 0.25
36 C -1.50 1.24 1.41
37 H -6.94 9.46 3.67
38 H -7.01 8.07 2.56
39 H -5.48 8.94 2.80
40 H -5.18 6.79 2.05
41 H -3.89 4.72 1.85
42 H -4.10 4.13 6.05
43 H -5.42 6.24 6.28
44 H -2.11 1.02 4.74
45 H -0.79 -1.06 4.50
46 H -0.01 0.03 -1.92
47 H -1.30 2.17 -1.85
48 H -2.25 2.93 0.32
49 C 6.33 -3.88 -4.41
50 C 5.68 -3.28 -3.20
51 C 4.91 -2.13 -3.28
52 C 4.30 -1.57 -2.16
53 C 3.51 -0.30 -2.35
54 C 4.44 -2.18 -0.90
55 Te 3.55 -1.29 0.83
56 C 5.22 -3.34 -0.81
57 C 5.45 -4.08 0.49
58 C 5.82 -3.87 -1.95
59 H 6.10 -3.30 -5.31
60 H 5.99 -4.90 -4.58
61 H 7.42 -3.91 -4.31
62 H 4.79 -1.65 -4.24
63 H 3.51 0.00 -3.40
64 H 3.93 0.51 -1.75
65 H 2.48 -0.45 -2.01
66 H 4.71 -3.81 1.24
67 H 6.44 -3.84 0.89
68 H 5.41 -5.16 0.33
69 H 6.41 -4.78 -1.85


# 2
Below is C32H27F2N2OPSrTe as an isolated structure in a non-equilibrium geometry, with properties calculated with ωB97M-V/def2-TZVPD.

The calculation puts the highest occupied orbital energy (alpha / beta) at -0.840 / 0.155 eV. As for the HOMO-LUMO gap (alpha / beta): 5.25 / 4.26 eV. The energy relative to the best compared isomer or geometry (same formula, charge and spin) comes out at 0.00 kJ/mol. Its total energy is -2259.7956 a.u. As for the largest force on an atom: 16.34 eV/A. The spin multiplicity is 1. As for the charge: -2.

Geometry (Å):
1 Sr 0.12 0.60 2.05
2 F -3.29 -3.44 6.77
3 C -2.76 -3.19 5.51
4 C -1.98 -2.09 5.29
5 C -1.37 -1.85 4.04
6 C -1.66 -2.79 3.02
7 C -2.51 -3.86 3.28
8 F -2.85 -4.75 2.29
9 C -3.05 -4.11 4.52
10 C -0.94 -2.63 1.71
11 C -0.53 -3.67 0.90
12 C 0.63 -3.45 0.11
13 C 1.21 -2.22 0.03
14 C 0.46 -1.08 0.60
15 N -0.55 -1.37 1.51
16 H -1.83 -1.37 6.10
17 H -3.68 -4.98 4.70
18 H -0.92 -4.67 1.03
19 H 1.15 -4.31 -0.31
20 H 2.23 -2.09 -0.26
21 H 1.21 -0.38 1.00
22 N -2.95 1.88 -0.91
23 C -2.42 0.77 -0.16
24 O -1.22 1.09 0.56
25 C -2.52 -0.64 -0.72
26 C -3.37 -0.19 0.45
27 H -3.78 2.21 -0.44
28 H -2.27 2.64 -0.91
29 H -1.74 -1.36 -0.51
30 H -3.02 -0.82 -1.66
31 H -3.14 -0.54 1.45
32 H -4.42 -0.03 0.22
33 C -0.13 3.00 -4.47
34 C 0.77 3.36 -3.47
35 C 0.79 2.68 -2.25
36 C -0.11 1.65 -1.97
37 C -0.98 1.29 -3.00
38 C -0.99 1.95 -4.23
39 P 0.19 0.54 -0.40
40 C 1.76 0.00 -1.62
41 C 1.35 -0.93 -2.60
42 C 2.15 -1.32 -3.66
43 C 3.43 -0.79 -3.78
44 C 3.88 0.11 -2.83
45 C 3.06 0.49 -1.76
46 C 1.22 1.60 0.58
47 C 2.43 1.09 1.19
48 C 3.31 2.03 1.76
49 C 2.97 3.36 1.86
50 C 1.67 3.81 1.41
51 C 0.80 2.92 0.83
52 H -0.14 3.52 -5.42
53 H 1.49 4.16 -3.64
54 H 1.54 2.96 -1.52
55 H -1.67 0.48 -2.85
56 H -1.69 1.63 -4.99
57 H 0.34 -1.32 -2.52
58 H 1.79 -2.03 -4.39
59 H 4.08 -1.08 -4.60
60 H 4.88 0.53 -2.91
61 H 3.44 1.20 -1.04
62 H 2.82 0.12 0.95
63 H 4.29 1.70 2.09
64 H 3.68 4.07 2.28
65 H 1.39 4.85 1.51
66 H -0.11 3.25 0.35
67 Te -1.89 1.79 3.80


# 3
Below is C32H27MnN3O8PS as an isolated structure in a non-equilibrium geometry, with properties calculated with ωB97M-V/def2-TZVPD.

The calculation puts the highest occupied orbital energy (alpha / beta) at -4.248 / -4.234 eV. As for the HOMO-LUMO gap (alpha / beta): 6.65 / 6.62 eV. The energy relative to the best compared isomer or geometry (same formula, charge and spin) comes out at 38.91 kJ/mol. Its total energy is -3892.3679 a.u. As for the largest force on an atom: 1.26 eV/A. The spin multiplicity is 2. As for the charge: -1.

Geometry (Å):
1 Mn 1.01 0.11 -0.72
2 O 2.77 -2.35 2.15
3 C 2.30 -1.24 1.75
4 C 2.38 -0.02 2.58
5 C 3.42 0.10 3.50
6 C 3.54 1.23 4.28
7 C 2.61 2.25 4.15
8 C 1.55 2.13 3.26
9 C 1.41 0.99 2.48
10 P 0.06 0.79 1.24
11 C -0.96 -0.57 1.93
12 C -2.08 -0.89 1.16
13 C -2.94 -1.91 1.55
14 C -2.68 -2.60 2.73
15 C -1.58 -2.28 3.50
16 C -0.72 -1.26 3.10
17 C -1.06 2.18 1.68
18 C -1.71 2.20 2.91
19 C -2.51 3.27 3.26
20 C -2.67 4.34 2.39
21 C -2.05 4.31 1.15
22 C -1.25 3.24 0.79
23 H 4.14 -0.71 3.57
24 H 4.36 1.33 4.98
25 H 2.70 3.15 4.75
26 H 0.84 2.94 3.17
27 H -2.25 -0.35 0.23
28 H -3.79 -2.16 0.94
29 H -3.34 -3.40 3.03
30 H -1.37 -2.84 4.40
31 H 0.14 -1.03 3.72
32 H -1.57 1.38 3.60
33 H -3.02 3.27 4.22
34 H -3.29 5.18 2.67
35 H -2.18 5.14 0.46
36 H -0.77 3.21 -0.18
37 O 0.71 -3.63 1.03
38 S 1.86 -3.00 0.41
39 N 1.68 -1.28 0.59
40 C 1.88 3.32 -0.43
41 C 0.97 2.97 -1.56
42 C 0.47 3.81 -2.53
43 C -0.27 3.00 -3.43
44 C -0.18 1.71 -2.97
45 C -0.73 0.46 -3.59
46 N 0.57 1.67 -1.82
47 H 2.07 4.39 -0.43
48 H 2.83 2.79 -0.51
49 H 1.45 3.06 0.55
50 H 0.63 4.88 -2.59
51 H -0.78 3.34 -4.32
52 H -1.23 0.69 -4.53
53 H -1.44 -0.03 -2.92
54 H 0.08 -0.25 -3.79
55 O 4.41 -0.25 -2.62
56 N 3.37 -0.11 -1.99
57 O 3.34 0.49 -0.88
58 O 2.27 -0.56 -2.42
59 O 1.14 -4.93 -3.13
60 C -0.08 -4.44 -3.40
61 C -0.83 -5.09 -4.38
62 C -2.09 -4.65 -4.71
63 C -2.64 -3.54 -4.07
64 C -1.90 -2.88 -3.11
65 C -0.62 -3.31 -2.76
66 C 0.10 -2.54 -1.72
67 O 1.28 -3.02 -1.37
68 O -0.38 -1.52 -1.24
69 H 1.54 -4.37 -2.44
70 H -0.38 -5.94 -4.87
71 H -2.66 -5.16 -5.48
72 H -3.63 -3.19 -4.33
73 H -2.31 -2.02 -2.59


# 4
Below is C32H27N10NaO2SSe as an isolated structure in a non-equilibrium geometry, with properties calculated with ωB97M-V/def2-TZVPD.

The calculation puts the highest occupied orbital energy (alpha / beta) at -1.399 / -0.087 eV. As for the HOMO-LUMO gap (alpha / beta): 5.21 / 3.89 eV. Its total energy is -4895.4867 a.u. As for the largest force on an atom: 2.47 eV/A. The spin multiplicity is 1. As for the charge: -2.

Geometry (Å):
1 Na 0.45 0.09 -0.04
2 C -2.47 -3.70 -0.02
3 C -1.15 -3.05 -0.33
4 N -0.52 -2.28 0.51
5 N -1.04 -1.92 1.67
6 C -2.15 -1.27 1.83
7 N -2.52 -0.99 3.15
8 S -3.23 -0.65 0.66
9 C -0.55 -3.27 -1.61
10 C -1.32 -3.60 -2.72
11 C -0.83 -3.55 -4.01
12 C 0.50 -3.09 -4.20
13 C 1.28 -2.84 -3.12
14 N 0.82 -3.04 -1.83
15 H -2.54 -3.86 1.05
16 H -2.58 -4.65 -0.54
17 H -3.29 -3.03 -0.30
18 H -1.74 -0.96 3.79
19 H -3.10 -0.16 3.20
20 H -2.36 -3.83 -2.58
21 H -1.46 -3.77 -4.86
22 H 0.89 -2.92 -5.19
23 H 2.28 -2.46 -3.20
24 C -1.10 1.06 -4.50
25 C -0.45 0.70 -3.19
26 N -1.11 0.27 -2.18
27 O -2.50 0.14 -2.32
28 C 0.98 0.83 -3.07
29 C 1.78 1.53 -4.14
30 N 1.54 0.33 -2.00
31 O 2.82 0.42 -1.83
32 H -2.11 0.65 -4.52
33 H -0.54 0.66 -5.34
34 H -1.17 2.14 -4.62
35 H -2.77 -0.15 -1.42
36 H 1.36 2.50 -4.40
37 H 1.87 0.92 -5.05
38 H 2.78 1.67 -3.71
39 Se 2.24 6.29 5.10
40 N 2.15 4.49 5.26
41 C 1.69 4.01 4.11
42 C 1.47 2.62 3.87
43 C 1.67 1.64 4.85
44 C 1.45 0.32 4.54
45 C 1.05 -0.01 3.23
46 N 0.83 0.89 2.31
47 C 1.01 2.19 2.59
48 C 0.70 3.15 1.57
49 N 0.24 2.70 0.40
50 C -0.08 3.56 -0.53
51 C 0.01 4.95 -0.36
52 C 0.49 5.44 0.83
53 C 0.87 4.54 1.84
54 C 1.39 4.97 3.10
55 N 1.61 6.24 3.42
56 H 1.98 1.96 5.83
57 H 1.58 -0.46 5.28
58 H 0.86 -1.03 2.95
59 H -0.44 3.14 -1.46
60 H -0.28 5.62 -1.16
61 H 0.58 6.50 1.02
62 C 1.75 -3.09 -0.88
63 C 2.77 -3.27 -0.24
64 C 3.95 -3.48 0.47
65 C 5.13 -3.77 -0.24
66 C 6.31 -4.05 0.42
67 C 6.36 -4.03 1.80
68 C 5.22 -3.70 2.52
69 C 4.03 -3.43 1.87
70 H 5.10 -3.77 -1.32
71 H 7.21 -4.26 -0.15
72 H 7.29 -4.24 2.32
73 H 5.26 -3.65 3.60
74 H 3.15 -3.16 2.44


# 5
Below is C32H28CdFN7O4S as an isolated structure in a non-equilibrium geometry, with properties calculated with ωB97M-V/def2-TZVPD.

The calculation puts the highest occupied orbital energy at -6.408 eV. As for the HOMO-LUMO gap: 4.40 eV. The energy relative to the best compared isomer or geometry (same formula, charge and spin) comes out at 0.00 kJ/mol. Its total energy is -2586.1712 a.u. As for the largest force on an atom: 1.84 eV/A. The spin multiplicity is 1. As for the charge: 0.

Geometry (Å):
1 Cd 0.06 -0.15 -0.13
2 N 7.05 -0.12 7.51
3 C 6.30 -0.10 6.65
4 C 5.36 -0.09 5.59
5 C 4.63 1.07 5.32
6 C 3.70 1.08 4.31
7 C 3.48 -0.07 3.54
8 C 4.21 -1.22 3.81
9 C 5.14 -1.24 4.83
10 C 2.47 -0.07 2.47
11 C 1.15 -0.12 2.91
12 C 0.74 -0.20 4.28
13 C -0.63 -0.12 4.28
14 C -1.01 0.00 2.92
15 N 0.03 -0.01 2.12
16 C 2.97 0.01 1.17
17 C 4.34 0.20 0.83
18 C 4.40 0.25 -0.54
19 C 3.07 0.08 -0.99
20 N 2.22 -0.06 0.01
21 H 4.79 1.96 5.92
22 H 3.12 1.97 4.09
23 H 4.04 -2.10 3.21
24 H 5.69 -2.14 5.06
25 H 1.38 -0.31 5.13
26 H -1.29 -0.13 5.13
27 H -2.02 0.08 2.56
28 H 5.15 0.29 1.52
29 H 5.27 0.39 -1.16
30 H 2.74 0.07 -2.02
31 C -7.47 0.95 1.09
32 C -6.84 0.76 -0.30
33 N -5.42 1.00 -0.27
34 C -4.59 -0.06 -0.02
35 C -3.24 -0.01 0.10
36 C -2.59 -1.40 0.44
37 O -3.32 -2.14 1.09
38 O -1.45 -1.63 -0.01
39 C -2.58 1.26 -0.04
40 O -1.38 1.51 0.12
41 C -3.48 2.39 -0.33
42 C -2.91 3.64 -0.52
43 C -3.69 4.75 -0.69
44 F -3.06 5.96 -0.84
45 C -5.09 4.67 -0.67
46 C -5.66 3.40 -0.55
47 C -4.88 2.25 -0.39
48 N -5.98 5.77 -0.75
49 C -6.93 5.91 0.32
50 C -6.33 6.67 1.51
51 N -5.93 8.02 1.03
52 C -4.93 7.92 -0.06
53 C -5.52 7.06 -1.20
54 H -8.53 0.71 1.05
55 H -7.34 1.98 1.43
56 H -6.98 0.29 1.80
57 H -7.30 1.43 -1.03
58 H -7.00 -0.27 -0.63
59 H -5.08 -1.02 0.13
60 H -1.83 3.71 -0.51
61 H -6.73 3.34 -0.59
62 H -7.25 4.92 0.67
63 H -7.81 6.44 -0.06
64 H -5.44 6.16 1.87
65 H -7.05 6.76 2.33
66 H -5.57 8.59 1.80
67 H -6.77 8.48 0.65
68 H -4.03 7.45 0.35
69 H -4.66 8.91 -0.43
70 H -4.77 6.94 -1.98
71 H -6.38 7.59 -1.64
72 O -0.28 -0.96 -4.43
73 S -0.04 -1.16 -2.98
74 N -0.13 0.09 -2.17


# 6
Below is C32H28Cl4CuF12N6O16S4 as an isolated structure in a non-equilibrium geometry, with properties calculated with ωB97M-V/def2-TZVPD.

The calculation puts the highest occupied orbital energy (alpha / beta) at -9.993 / -9.993 eV. As for the HOMO-LUMO gap (alpha / beta): 8.32 / 5.90 eV. The energy relative to the best compared isomer or geometry (same formula, charge and spin) comes out at 0.00 kJ/mol. Its total energy is -9040.5210 a.u. As for the largest force on an atom: 2.63 eV/A. The spin multiplicity is 2. As for the charge: 0.

Geometry (Å):
1 Cu -18.01 -14.61 -4.67
2 C -20.31 -15.23 -7.86
3 F -20.22 -16.48 -7.47
4 F -20.79 -15.16 -9.09
5 F -21.09 -14.58 -7.01
6 S -18.57 -14.50 -7.81
7 O -17.69 -15.62 -7.62
8 O -18.27 -13.72 -8.96
9 N -18.53 -13.64 -6.33
10 S -19.20 -12.17 -6.60
11 O -20.03 -12.10 -7.75
12 O -19.80 -11.74 -5.38
13 C -17.72 -11.07 -6.87
14 F -18.14 -9.83 -7.07
15 F -16.87 -11.12 -5.86
16 F -17.15 -11.52 -7.99
17 C -19.34 -16.17 -1.33
18 F -19.41 -17.05 -0.36
19 F -20.13 -16.54 -2.34
20 F -19.77 -14.99 -0.88
21 S -17.57 -16.10 -1.93
22 O -16.80 -16.22 -0.75
23 O -17.50 -17.12 -2.92
24 N -17.54 -14.61 -2.70
25 S -16.78 -13.57 -1.68
26 O -17.44 -13.42 -0.42
27 O -15.37 -13.75 -1.67
28 C -17.06 -11.95 -2.58
29 F -17.88 -12.14 -3.65
30 F -17.63 -11.08 -1.77
31 F -15.91 -11.47 -3.02
32 Cl -21.13 -12.18 -11.96
33 C -19.87 -11.21 -11.16
34 C -19.02 -10.39 -12.12
35 Cl -17.61 -9.89 -11.17
36 H -19.24 -11.91 -10.61
37 H -20.36 -10.55 -10.46
38 H -19.59 -9.49 -12.33
39 H -18.71 -10.87 -13.03
40 Cl -24.68 -13.94 -8.61
41 C -24.38 -13.39 -10.28
42 C -23.65 -14.44 -11.08
43 Cl -24.67 -15.88 -11.40
44 H -23.68 -12.56 -10.20
45 H -25.34 -13.08 -10.67
46 H -22.83 -14.78 -10.46
47 H -23.27 -14.14 -12.05
48 C -23.07 -11.92 -0.93
49 C -21.89 -11.51 -1.54
50 C -21.36 -12.30 -2.54
51 C -21.88 -13.56 -2.78
52 C -23.09 -13.93 -2.23
53 C -23.71 -13.09 -1.32
54 N -21.24 -14.43 -3.72
55 O -21.85 -15.32 -4.24
56 O -20.06 -14.18 -3.95
57 H -23.54 -11.21 -0.26
58 H -21.51 -10.50 -1.45
59 H -20.53 -11.97 -3.16
60 H -23.59 -14.83 -2.56
61 H -24.67 -13.37 -0.90
62 C -23.77 -11.07 -4.38
63 C -23.09 -9.88 -4.19
64 C -22.39 -9.30 -5.23
65 C -22.36 -9.99 -6.44
66 C -23.00 -11.19 -6.64
67 C -23.73 -11.74 -5.60
68 N -21.67 -9.38 -7.60
69 O -20.87 -8.50 -7.37
70 O -21.94 -9.81 -8.70
71 H -24.32 -11.50 -3.55
72 H -23.14 -9.39 -3.23
73 H -21.68 -8.51 -5.08
74 H -22.91 -11.70 -7.59
75 H -24.36 -12.61 -5.73
76 C -13.88 -19.28 -7.81
77 C -15.20 -18.85 -7.91
78 C -15.75 -17.99 -6.98
79 C -14.90 -17.50 -6.00
80 C -13.58 -17.87 -5.89
81 C -13.08 -18.82 -6.76
82 N -15.40 -16.49 -5.09
83 O -14.67 -16.00 -4.28
84 O -16.58 -16.14 -5.23
85 H -13.44 -19.97 -8.51
86 H -15.74 -19.23 -8.77
87 H -16.74 -17.61 -7.16
88 H -12.96 -17.45 -5.11
89 H -12.04 -19.10 -6.69
90 C -14.41 -14.59 -9.87
91 C -15.05 -13.37 -10.07
92 C -14.37 -12.31 -10.64
93 C -13.06 -12.48 -11.03
94 C -12.41 -13.68 -10.80
95 C -13.07 -14.74 -10.21
96 N -12.32 -11.38 -11.63
97 O -11.25 -11.64 -12.16
98 O -12.80 -10.28 -11.54
99 H -14.90 -15.35 -9.26
100 H -16.06 -13.25 -9.71
101 H -14.89 -11.36 -10.76
102 H -11.36 -13.75 -11.03
103 H -12.50 -15.63 -9.98